Record 1
Here is C39H31ClMgN3O4P as an isolated structure from OMol25. Energies are from ωB97M-V with the def2-TZVPD basis set.

Each line ends with the Löwdin charge.
Element x y z (Å)
Mg: 0.459 -0.922 -0.033  0.381
O: -0.641 -0.209 1.431  -0.132
C: -0.373 0.054 2.660  -0.384
C: -1.263 0.859 3.422  -0.052
C: -1.009 1.201 4.734  -0.136
C: 0.145 0.755 5.383  -0.139
C: 1.024 -0.042 4.671  -0.082
C: 0.802 -0.408 3.343  -0.136
C: 1.794 -1.266 2.702  -0.085
N: 1.686 -1.666 1.500  -0.061
N: 2.709 -2.450 0.984  0.061
C: 2.363 -2.829 -0.230  -0.501
O: 1.245 -2.630 -0.807  -0.093
C: 3.431 -3.567 -0.984  -0.131
C: 4.742 -3.634 -0.519  -0.038
C: 5.712 -4.297 -1.255  -0.109
C: 5.384 -4.903 -2.464  -0.128
C: 4.078 -4.837 -2.931  -0.105
C: 3.107 -4.168 -2.195  -0.024
H: -2.159 1.202 2.915  0.110
H: -1.715 1.830 5.266  0.089
H: 0.352 1.032 6.410  0.076
H: 1.931 -0.401 5.149  0.096
H: 2.666 -1.573 3.287  0.114
H: 4.976 -3.151 0.419  0.099
H: 6.732 -4.336 -0.890  0.087
H: 6.146 -5.413 -3.043  0.083
H: 3.815 -5.300 -3.874  0.089
H: 2.085 -4.085 -2.541  0.114
O: -2.402 -2.279 -1.411  0.026
C: -2.025 -1.148 -1.711  -0.621
O: -0.933 -0.568 -1.423  -0.146
C: -2.926 -0.302 -2.604  -0.122
C: -3.720 -0.981 -3.528  -0.032
C: -4.500 -0.296 -4.443  -0.100
C: -4.512 1.096 -4.422  -0.105
C: -3.759 1.769 -3.475  -0.115
C: -2.962 1.088 -2.550  -0.292
P: -1.984 2.023 -1.269  1.178
C: -3.197 3.329 -0.774  -0.358
C: -2.775 4.457 -0.066  -0.118
C: -3.679 5.314 0.549  -0.100
C: -5.039 5.053 0.498  -0.121
C: -5.479 3.910 -0.157  -0.106
C: -4.573 3.058 -0.771  -0.107
C: -0.848 2.873 -2.464  -0.335
C: 0.008 2.045 -3.194  -0.117
C: 0.917 2.580 -4.091  -0.091
C: 1.000 3.953 -4.281  -0.117
C: 0.162 4.786 -3.557  -0.112
C: -0.753 4.249 -2.657  -0.098
H: -3.685 -2.063 -3.505  0.109
H: -5.090 -0.838 -5.174  0.088
H: -5.108 1.654 -5.136  0.089
H: -3.788 2.853 -3.451  0.105
H: -1.719 4.651 0.062  0.093
H: -3.307 6.174 1.094  0.097
H: -5.745 5.714 0.987  0.087
H: -6.536 3.669 -0.183  0.092
H: -4.944 2.162 -1.253  0.096
H: -0.014 0.977 -3.019  0.083
H: 1.581 1.913 -4.628  0.100
H: 1.722 4.370 -4.974  0.087
H: 0.213 5.861 -3.687  0.088
H: -1.401 4.927 -2.124  0.077
Cl: 2.081 0.707 -0.775  -0.031
N: 0.543 2.829 1.106  0.135
C: 0.844 3.935 1.835  -0.321
C: 0.067 4.320 2.942  -0.044
C: 0.356 5.480 3.639  -0.126
C: 1.418 6.301 3.271  -0.152
C: 2.193 5.921 2.179  -0.131
C: 1.919 4.766 1.469  -0.044
H: 1.225 2.421 0.474  -0.034
H: -0.107 2.152 1.476  0.056
H: -0.756 3.682 3.248  0.092
H: -0.261 5.746 4.491  0.088
H: 1.640 7.204 3.824  0.075
H: 3.031 6.538 1.873  0.087
H: 2.530 4.481 0.620  0.107

Atoms 1-6, force components in eV/Å:
-0.35 0.13 -0.51
-0.06 0.21 0.32
0.04 -0.16 0.07
0.01 -0.03 0.05
0.03 -0.04 0.04
-0.06 0.01 -0.07

Output
E_HOMO, Ha: -0.0780
LUMO energy, eV: 4.38
2S+1: 1
Molar mass, g mol⁻¹: 696.4
Energy relative to the best compared isomer or geometry (same formula, charge and spin), eV: 0.2733
Total charge: -2


Record 2
Here is C39H31Co2O6Zr as an isolated structure in a non-equilibrium geometry from OMol25. Energies are from ωB97M-V with the def2-TZVPD basis set.

Each line ends with the Löwdin charge.
Element x y z (Å)
C: 4.326 -1.441 -2.841  -0.112
C: 3.391 -2.494 -2.795  -0.096
C: 2.314 -2.446 -1.865  -0.041
C: 2.056 -1.295 -1.075  -0.200
C: 0.813 -1.102 -0.202  -0.165
Zr: 0.698 3.492 -2.185  1.255
C: -1.599 3.264 -2.723  -0.239
C: -1.942 1.825 -2.636  -0.329
C: -2.131 1.235 -1.370  -0.065
C: -2.307 -0.140 -1.256  -0.133
C: -2.411 -0.935 -2.400  -0.122
C: -2.249 -0.355 -3.664  -0.103
C: -2.031 1.012 -3.787  -0.074
C: 2.824 3.133 -3.240  -0.250
C: 1.909 2.067 -3.627  -0.274
C: 0.951 2.679 -4.545  -0.222
C: 1.177 4.110 -4.595  -0.212
C: 2.336 4.386 -3.795  -0.238
C: 1.708 3.429 0.012  -0.259
C: 0.288 3.548 0.202  -0.248
C: -0.133 4.806 -0.358  -0.242
C: 1.028 5.468 -0.913  -0.260
C: 2.173 4.641 -0.631  -0.244
C: 3.157 -0.398 -0.965  -0.052
C: 4.226 -0.424 -1.880  -0.109
H: 5.276 -1.585 -3.400  0.103
H: 3.490 -3.366 -3.466  0.097
H: 1.623 -3.289 -1.706  0.103
H: 0.033 -0.872 -0.947  0.094
H: 0.993 -0.198 0.483  0.133
H: -2.208 3.857 -2.033  0.029
H: -1.781 3.671 -3.725  0.033
H: -2.054 1.859 -0.477  0.097
H: -2.410 -0.599 -0.264  0.047
H: -2.697 -1.980 -2.302  0.075
H: -2.309 -0.985 -4.555  0.094
H: -1.848 1.459 -4.769  0.095
H: 3.731 2.962 -2.659  0.093
H: 2.074 1.000 -3.432  0.069
H: 0.206 2.110 -5.112  0.080
H: 0.632 4.843 -5.242  0.103
H: 2.801 5.374 -3.653  0.100
H: 2.315 2.640 0.456  0.067
H: -0.324 2.820 0.743  0.089
H: -1.150 5.206 -0.349  0.096
H: 1.045 6.481 -1.329  0.086
H: 3.218 4.883 -0.829  0.096
H: 3.219 0.317 -0.101  0.111
H: 5.035 0.331 -1.809  0.107
O: -1.038 -6.499 0.874  0.125
C: -1.207 -5.577 1.554  -0.148
Co: -1.416 -4.211 2.687  0.049
C: -2.664 -4.861 3.746  -0.160
O: -3.422 -5.369 4.457  0.120
C: 0.103 -4.563 3.496  -0.114
O: 1.131 -4.669 4.028  0.136
C: -1.358 -2.133 3.016  -0.290
C: -0.925 -1.653 4.327  -0.217
C: -1.594 -1.962 5.539  -0.029
C: -1.050 -1.534 6.756  -0.083
C: 0.159 -0.810 6.786  -0.096
C: 0.769 -0.431 5.585  -0.082
C: 0.223 -0.836 4.368  -0.023
C: -1.116 -1.845 1.667  -0.058
C: 0.129 -2.117 0.740  -0.144
Co: -2.819 -2.240 1.999  0.114
C: -3.801 -0.845 1.619  -0.113
O: -4.568 0.024 1.505  0.169
C: -4.085 -2.563 3.174  -0.149
O: -4.981 -2.642 3.908  0.159
C: -2.877 -3.394 0.632  -0.120
O: -3.067 -3.818 -0.445  0.123
H: -2.538 -2.511 5.542  0.102
H: -1.547 -1.782 7.707  0.104
H: 0.638 -0.581 7.752  0.102
H: 1.676 0.185 5.609  0.106
H: 0.690 -0.506 3.438  0.116
H: 0.047 -3.141 0.177  0.136
H: 1.028 -2.119 1.364  0.103

Atoms 1-6, force components in eV/Å:
0.16 -0.87 0.74
-0.49 0.13 0.57
-0.43 0.75 -0.37
2.02 -1.44 1.19
-1.81 2.66 -0.62
-0.62 0.13 -1.49

Output
E_HOMO, Ha: -0.0428
LUMO energy, eV: 0.76
2S+1: 1
Molar mass, g mol⁻¹: 804.8
Energy relative to the best compared isomer or geometry (same formula, charge and spin), eV: 4.2662
Total charge: -1


Record 3
Here is C39H31I2N3O7P2Ru as an isolated structure in a non-equilibrium geometry from OMol25. Energies are from ωB97M-V with the def2-TZVPD basis set.

Each line ends with the Löwdin spin population.
Element x y z (Å)
Ru: -1.613 -1.214 -0.565  0.786
O: 0.811 -1.539 -0.278  0.043
P: 1.734 -0.657 0.516  0.004
C: 0.899 0.746 1.299  0.000
P: -0.323 1.488 0.062  0.010
O: -0.114 0.690 -1.213  0.059
C: -0.112 4.185 -2.271  0.000
C: -0.379 3.193 -3.213  0.000
C: -1.281 3.426 -4.243  0.000
C: -1.893 4.666 -4.372  0.000
C: -1.615 5.669 -3.453  0.000
C: -0.747 5.425 -2.394  0.000
C: 0.891 3.955 -1.192  0.000
C: 0.685 4.408 0.112  0.000
C: 1.682 4.291 1.065  0.000
C: 2.912 3.740 0.725  0.000
C: 3.129 3.294 -0.569  0.000
C: 2.113 3.373 -1.512  0.000
C: 2.511 -1.554 1.889  0.001
C: 2.864 -0.944 3.087  0.000
C: 3.513 -1.675 4.074  0.000
C: 3.820 -3.011 3.861  0.000
C: 3.485 -3.619 2.658  0.000
C: 2.836 -2.892 1.671  0.000
C: 3.136 -0.119 -0.478  0.001
C: 4.311 0.322 0.131  0.000
C: 5.442 0.549 -0.635  0.000
C: 5.405 0.330 -2.007  0.000
C: 4.234 -0.101 -2.615  0.000
C: 3.097 -0.332 -1.851  0.000
H: 1.603 1.512 1.619  0.000
H: 0.351 0.351 2.157  0.000
H: 0.086 2.222 -3.103  0.000
H: -1.494 2.638 -4.955  0.000
H: -2.586 4.855 -5.182  0.000
H: -2.065 6.648 -3.565  0.000
H: -0.521 6.217 -1.689  0.000
H: -0.255 4.884 0.365  0.000
H: 1.504 4.648 2.073  0.000
H: 3.700 3.662 1.464  0.000
H: 4.095 2.899 -0.853  0.000
H: 2.292 3.043 -2.528  0.000
H: 2.634 0.100 3.264  0.000
H: 3.779 -1.198 5.009  0.000
H: 4.325 -3.578 4.633  0.000
H: 3.739 -4.658 2.487  0.000
H: 2.573 -3.350 0.723  0.000
H: 4.340 0.476 1.203  0.000
H: 6.357 0.882 -0.161  0.000
H: 6.295 0.492 -2.601  0.000
H: 4.214 -0.280 -3.682  0.000
H: 2.179 -0.685 -2.303  0.000
I: -3.268 3.503 -1.129  0.004
C: -4.403 1.850 -0.743  0.000
C: -5.771 1.847 -0.590  0.000
C: -6.433 0.696 -0.171  -0.001
I: -8.473 0.829 0.111  0.000
C: -5.743 -0.548 0.087  0.000
C: -6.343 -1.758 0.468  0.001
C: -5.568 -2.889 0.606  -0.001
C: -4.206 -2.820 0.346  0.000
N: -3.623 -1.671 0.018  -0.007
C: -4.360 -0.568 -0.079  0.002
C: -3.553 0.645 -0.421  0.002
O: -2.648 0.351 -1.341  0.053
H: -6.333 2.752 -0.773  0.000
H: -7.409 -1.795 0.647  0.000
H: -6.014 -3.831 0.889  0.000
H: -3.572 -3.695 0.398  0.000
O: -1.585 0.619 0.963  -0.003
O: -2.925 1.074 0.846  0.000
C: 0.073 -4.900 3.147  0.000
N: -0.318 -4.522 1.792  0.000
C: -0.307 -5.406 0.756  0.005
C: -0.673 -5.080 -0.504  -0.001
C: -1.115 -3.738 -0.728  0.006
O: -1.525 -3.209 -1.793  -0.009
N: -1.147 -2.910 0.336  0.028
C: -0.665 -3.186 1.586  0.006
O: -0.561 -2.353 2.461  0.011
H: 0.240 -5.973 3.189  0.000
H: -0.715 -4.625 3.845  0.000
H: 0.978 -4.369 3.434  0.000
H: 0.018 -6.408 1.003  0.000
H: -0.630 -5.785 -1.319  0.000

Atoms 1-6, force components in eV/Å:
1.22 -0.04 1.26
-0.37 -0.29 -0.16
0.02 0.56 0.63
-0.15 -0.59 -0.47
0.18 1.56 0.23
-0.18 -0.83 -0.39

Output
E_HOMO (spin up / spin down), Ha: -0.3433 / -0.3425
LUMO energy (spin up / spin down), eV: -5.90 / -5.90
2S+1: 2
Molar mass, g mol⁻¹: 1070.5
Total charge: +1